# 1
12
Properties=species:S:1:pos:R:3:forces:R:3:nbo_charge:R:1 method="wB97M-V/def2-TZVPD" total_energy_ha=-1076.306086 e_above_lowest_kcal_mol=47.7 smiles="C=C(Cl)CCCl"
C 0.805 -2.049 0.289 1.199 2.674 -3.267 -0.441
C 0.773 -0.625 0.318 2.293 -5.335 -0.226 -0.009
Cl 1.580 0.488 -0.774 -0.151 -1.071 0.217 0.029
C 0.138 0.014 1.481 0.144 3.626 -1.161 -0.526
C -1.304 -0.032 1.033 0.437 -0.630 -3.048 -0.249
Cl -1.651 0.776 -0.708 0.509 -0.580 1.255 -0.174
H 1.252 -2.725 -0.618 -1.115 2.082 2.449 0.232
H 0.247 -2.578 1.050 0.121 0.020 0.127 0.201
H 0.619 1.173 1.395 -1.608 -3.107 1.376 0.252
H 0.225 -0.599 2.402 0.273 0.866 -0.360 0.255
H -1.529 -1.072 0.784 -0.343 0.280 0.404 0.215
H -2.076 0.474 1.456 -1.759 1.175 2.234 0.214

# 2
13
Properties=species:S:1:pos:R:3:forces:R:3:nbo_charge:R:1 method="wB97M-V/def2-TZVPD" total_energy_ha=-1365.887931 e_above_lowest_kcal_mol=70.4 smiles="Cl[C@@H]1C=CC[Si@H]1Cl"
Cl -2.425 -0.711 0.461 0.334 0.949 -0.336 -0.101
C -1.154 0.497 -0.183 -0.926 2.222 -0.247 -0.626
C -0.482 -0.188 -1.338 -0.372 0.735 0.831 -0.250
C 0.634 -0.846 -1.021 1.065 -0.287 -1.369 -0.151
C 1.138 -0.657 0.392 3.055 0.595 0.631 -0.908
Si 0.157 0.774 1.194 -1.675 -2.305 -0.146 1.319
Cl 0.683 2.696 1.006 0.755 0.849 -0.042 -0.349
H -1.602 1.512 -0.622 0.190 -2.293 1.412 0.244
H -1.076 0.056 -2.215 0.708 -1.204 -0.585 0.230
H 1.205 -1.577 -1.693 -0.898 1.421 0.807 0.224
H 0.881 -1.610 0.839 0.301 -0.113 0.953 0.259
H 2.348 -0.468 0.528 -3.002 -0.805 -0.694 0.249
H -0.308 0.523 2.651 0.463 0.234 -1.214 -0.139

# 3
13
Properties=species:S:1:pos:R:3:forces:R:3:nbo_charge:R:1 method="wB97M-V/def2-TZVPD" total_energy_ha=-1365.959579 e_above_lowest_kcal_mol=25.4 smiles="Cl[Si]1(Cl)C=CCC1"
Cl 2.912 0.561 1.222 0.321 -0.024 0.716 -0.329
Si 1.320 -0.438 0.501 -1.598 -0.869 -3.015 1.453
Cl 1.769 -2.441 -0.024 0.111 0.822 0.474 -0.389
C 0.823 0.555 -1.102 1.825 0.481 1.778 -0.644
C -0.487 0.708 -1.112 -0.960 2.559 -1.695 -0.144
C -1.277 -0.116 -0.168 -0.510 -0.174 0.584 -0.456
C -0.453 -0.374 1.156 -1.099 -1.634 -0.133 -0.865
H 1.527 1.298 -1.516 -0.465 -0.726 -0.398 0.230
H -1.022 1.577 -1.761 1.182 -2.322 1.439 0.212
H -2.256 0.380 -0.014 0.448 -0.516 0.355 0.219
H -1.440 -1.087 -0.619 -0.442 -0.286 -0.194 0.224
H -0.403 0.562 1.642 -0.437 1.128 1.136 0.227
H -1.014 -1.184 1.795 1.625 1.562 -1.047 0.262

# 4
16
Properties=species:S:1:pos:R:3:forces:R:3:nbo_charge:R:1 method="wB97M-V/def2-TZVPD" total_energy_ha=-1699.981641 spin_multiplicity=3 s2=2.0117 charge=+2
C -1.896 -0.332 -0.322 1.503 -2.076 0.159 0.431
C 0.299 0.394 0.371 -1.843 -1.784 -3.674 0.839
C 0.039 -0.720 -1.832 -0.748 -2.708 -2.152 -0.092
C 1.680 1.216 2.217 1.277 1.521 0.500 -0.373
N -1.399 -0.821 -1.404 -0.814 -0.149 -1.813 -0.449
N -1.026 0.137 0.597 -0.034 1.917 3.990 -0.676
N 0.745 -0.016 -0.785 0.754 0.600 1.071 -0.582
Cl 3.052 0.296 2.303 1.088 -1.225 -0.077 0.192
Cl 1.965 2.851 1.796 -0.588 -0.001 -0.364 0.184
Cl 0.461 0.898 3.319 -1.165 -0.279 0.659 0.156
H -2.897 -0.676 -0.088 -0.290 0.870 0.435 0.297
H 0.458 -1.852 -1.870 -0.921 2.615 -0.115 0.282
H 0.188 -0.217 -2.920 -0.535 -0.948 2.710 0.309
H -2.102 -1.366 -1.971 1.306 0.778 0.178 0.490
H -1.276 0.286 1.640 -0.079 -0.074 -2.147 0.511
H 1.711 -0.079 -1.052 1.090 0.943 0.640 0.481

# 5
12
Properties=species:S:1:pos:R:3:forces:R:3:nbo_charge:R:1 method="wB97M-V/def2-TZVPD" total_energy_ha=-716.034865 e_above_lowest_kcal_mol=10.2
F 2.754 -0.487 -0.683 -0.650 -0.215 0.014 -0.378
C 1.498 -0.570 -0.024 0.985 0.611 -0.638 0.011
C 0.709 0.675 -0.389 -0.403 0.195 -0.004 -0.220
C -0.587 0.864 -0.150 -0.405 -0.641 0.167 -0.198
C -1.507 -0.221 0.426 0.706 0.491 0.428 -0.423
Cl -2.913 -0.401 -0.636 -0.463 -0.116 -0.315 -0.055
H 1.057 -1.549 -0.280 -0.042 0.564 -0.046 0.183
H 1.783 -0.562 1.022 -0.310 -0.050 0.340 0.181
H 1.247 1.524 -0.841 0.111 -0.682 0.360 0.231
H -1.080 1.837 -0.370 0.427 -0.868 0.107 0.222
H -1.057 -1.241 0.528 -0.196 1.123 -0.027 0.219
H -1.903 0.131 1.397 0.241 -0.412 -0.388 0.225

# 6
12
Properties=species:S:1:pos:R:3:forces:R:3:nbo_charge:R:1 method="wB97M-V/def2-TZVPD" total_energy_ha=-715.972669 e_above_lowest_kcal_mol=49.2
C 0.592 -1.062 -1.148 0.294 -0.147 -0.219 -0.473
C 0.374 -0.171 -0.225 -4.310 0.408 2.024 0.096
C 1.142 0.913 0.408 0.391 0.112 -0.140 -0.701
C -1.563 -0.142 0.582 4.142 -0.682 -1.707 0.156
F -2.069 -1.367 0.351 -0.305 -0.021 -0.048 -0.344
Cl -2.461 1.099 -0.234 -0.134 0.117 0.063 -0.026
H -0.147 -1.773 -1.467 -0.288 -0.159 0.011 0.225
H 1.560 -1.112 -1.630 0.130 -0.007 -0.080 0.207
H 1.603 1.546 -0.351 0.092 0.059 0.040 0.231
H 0.501 1.538 1.024 0.001 0.098 0.034 0.227
H 1.928 0.502 1.040 0.068 0.047 0.070 0.232
H -1.461 0.027 1.650 -0.081 0.176 -0.049 0.169

# 7
16
Properties=species:S:1:pos:R:3:forces:R:3:nbo_charge:R:1 method="wB97M-V/def2-TZVPD" total_energy_ha=-980.147560 e_above_lowest_kcal_mol=34.5
C -1.426 -0.633 0.542 0.338 -1.875 1.696 -0.377
C -0.306 -1.205 1.006 0.332 1.558 -0.762 0.059
C -1.275 0.708 0.047 -2.979 1.088 -3.201 0.773
C 1.110 0.466 -0.009 -1.250 -0.392 -3.209 0.446
N 0.965 -0.652 0.824 0.717 -1.370 1.582 -0.661
N -0.057 1.279 0.139 2.550 0.289 0.509 -0.666
N 1.030 -0.140 -1.815 0.437 -1.459 3.339 -0.863
F -2.185 1.614 0.498 -0.308 -0.097 1.003 -0.330
F -1.672 0.748 -1.373 0.236 -0.553 0.741 -0.410
Cl 2.546 1.468 0.190 -0.280 -0.729 0.025 0.029
H -2.353 -1.177 0.810 0.422 1.056 -0.749 0.255
H -0.361 -2.107 1.543 0.279 -1.033 0.557 0.213
H 1.667 -0.918 1.541 -0.573 0.577 -1.232 0.427
H -0.041 2.167 -0.330 0.210 0.168 -0.266 0.424
H 1.962 -0.622 -2.047 -1.400 0.920 0.834 0.341
H 0.396 -0.996 -1.564 1.268 1.852 -0.868 0.339

# 8
12
Properties=species:S:1:pos:R:3:forces:R:3:nbo_charge:R:1 method="wB97M-V/def2-TZVPD" total_energy_ha=-670.915709 e_above_lowest_kcal_mol=20.6 smiles="C=C(Cl)C#N.C"
C -0.197 -2.333 -1.374 0.034 0.184 0.317 -0.308
C 0.049 -1.930 -0.132 0.763 -0.210 -0.660 -0.153
Cl 1.634 -1.419 0.381 -0.123 -0.128 -0.165 0.045
C -0.907 -1.981 0.909 -0.160 -0.022 0.061 0.226
N -1.672 -2.063 1.756 -0.398 0.024 0.428 -0.257
H -1.177 -2.682 -1.651 -0.197 -0.018 0.037 0.225
H 0.570 -2.325 -2.128 0.172 0.041 -0.071 0.224
C 0.202 1.466 1.214 -0.264 0.121 0.083 -0.848
H 0.265 0.622 1.889 0.037 -0.088 0.097 0.215
H -0.476 2.203 1.634 -0.065 0.106 0.037 0.214
H 1.178 1.911 1.079 0.235 0.051 -0.021 0.212
H -0.185 1.141 0.256 -0.035 -0.061 -0.146 0.205

# 9
14
Properties=species:S:1:pos:R:3:forces:R:3:nbo_charge:R:1 method="wB97M-V/def2-TZVPD" total_energy_ha=-800.552204 e_above_lowest_kcal_mol=97.2 smiles="N/C(=C/C=C/Cl)[NH+]=O" charge=+1
N 2.297 0.079 0.087 -0.143 3.038 -1.682 -0.753
C 0.989 -0.186 0.027 -1.165 -0.155 -0.574 0.358
C 0.042 0.880 -0.046 1.709 1.494 0.236 -0.137
C -1.352 1.050 0.117 2.148 -2.755 -1.211 -0.234
C -2.275 0.074 -0.201 0.292 4.071 1.732 -0.062
Cl -3.853 0.359 -0.021 -2.137 0.336 0.253 0.223
N 0.672 -1.518 0.080 -3.282 3.642 -0.481 -0.060
O -0.509 -1.918 -0.002 -0.096 -0.630 0.072 -0.284
H 2.683 0.847 -0.513 -0.467 -1.112 1.202 0.437
H 2.907 -0.597 0.401 1.677 -1.545 0.512 0.407
H 0.668 1.864 -0.076 -1.461 -1.669 0.300 0.244
H -1.573 2.007 0.435 -1.125 1.754 0.437 0.253
H -2.045 -0.803 -0.593 1.122 -3.560 -1.630 0.232
H 1.347 -2.138 0.305 2.930 -2.909 0.833 0.377